111
Properties=species:S:1:pos:R:3 method="wB97M-V/def2-TZVPD" homo_ev=-9.98 energy_ev=-209676.31719 e_above_lowest_kcal_mol=3.40 lumo_ha=-0.1263 charge=+1 homo_lumo_gap_ev=6.537
Ti -0.730 -0.091 -0.769
C 1.051 -1.303 2.509
N 1.744 -2.451 1.979
C 1.581 -2.878 0.607
P -0.115 -2.546 -0.037
C -0.240 -3.595 -1.504
C 0.831 -3.671 -2.391
C 0.716 -4.415 -3.555
C -0.467 -5.080 -3.841
C -1.537 -5.005 -2.959
C -1.427 -4.265 -1.793
C -1.170 -3.302 1.224
C -0.960 -4.634 1.580
C -1.718 -5.214 2.585
C -2.691 -4.469 3.240
C -2.906 -3.144 2.890
C -2.147 -2.564 1.885
C 2.529 -3.228 2.843
C 3.573 -4.008 2.339
C 4.349 -4.774 3.194
C 4.119 -4.767 4.562
C 3.092 -3.983 5.066
C 2.295 -3.226 4.220
P 0.953 0.103 1.307
C 2.691 0.278 0.839
C 3.657 0.408 1.840
C 4.997 0.480 1.507
C 5.384 0.427 0.172
C 4.429 0.308 -0.824
C 3.083 0.234 -0.494
C 0.530 1.488 2.395
C 1.230 2.690 2.334
C 0.838 3.757 3.130
C -0.248 3.633 3.984
C -0.953 2.438 4.042
C -0.570 1.370 3.246
H 1.624 -0.912 3.350
H 0.048 -1.526 2.890
H 1.715 -3.959 0.554
H 2.312 -2.430 -0.076
H 1.754 -3.141 -2.192
H 1.553 -4.469 -4.240
H -0.556 -5.658 -4.752
H -2.463 -5.520 -3.178
H -2.269 -4.211 -1.113
H -0.210 -5.228 1.068
H -1.550 -6.248 2.856
H -3.285 -4.925 4.022
H -3.670 -2.565 3.393
H -2.318 -1.533 1.611
H 3.800 -3.998 1.281
H 5.155 -5.370 2.782
H 4.732 -5.361 5.225
H 2.893 -3.970 6.130
H 1.477 -2.651 4.638
H 3.366 0.460 2.883
H 5.742 0.579 2.287
H 6.433 0.487 -0.087
H 4.723 0.284 -1.866
H 2.350 0.154 -1.287
H 2.062 2.797 1.650
H 1.387 4.689 3.082
H -0.547 4.469 4.604
H -1.802 2.336 4.707
H -1.140 0.447 3.289
Cl -1.326 0.994 -7.645
C -0.810 0.570 -6.051
C 0.407 -0.013 -5.867
C 0.861 -0.376 -4.574
I 2.791 -1.087 -4.353
C 0.046 -0.170 -3.500
O 0.330 -0.469 -2.226
C -1.200 0.477 -3.680
N -1.867 0.747 -2.535
C -3.025 1.367 -2.616
C -3.580 1.767 -3.840
C -2.901 1.520 -5.005
C -1.659 0.860 -4.948
H 1.044 -0.197 -6.722
H -3.550 1.556 -1.687
H -4.539 2.266 -3.844
H -3.303 1.824 -5.962
N -1.887 8.301 -1.240
C -1.252 7.086 -1.303
C -0.229 6.769 -0.396
C 0.375 5.532 -0.432
C -0.025 4.596 -1.376
C -1.026 4.896 -2.290
C -1.638 6.130 -2.255
S 0.691 3.013 -1.386
O 1.925 3.038 -0.654
O 0.698 2.511 -2.733
N -0.329 1.994 -0.560
C -1.397 2.277 0.197
N -1.827 3.462 0.636
C -2.971 3.449 1.297
C -3.742 2.302 1.522
C -3.216 1.115 1.074
N -2.030 1.100 0.462
H -1.431 9.045 -0.740
H -2.420 8.597 -2.039
H 0.087 7.508 0.331
H 1.167 5.285 0.265
H -1.308 4.165 -3.039
H -2.412 6.373 -2.975
H -3.316 4.412 1.662
H -4.694 2.352 2.028
H -3.722 0.163 1.189
Se -5.115 -2.185 -1.104
C -3.454 -1.647 -1.012
N -2.330 -1.303 -0.938